[1]
{"formula": "C4H5NO", "method": "ωB97M-V/def2-TZVPD", "species": ["C", "C", "C", "H", "H", "H", "H", "N", "C", "O", "H"], "coordinates": [[-1.17964, 0.29818, -0.84349], [-0.66201, -0.84406, -1.09765], [0.02025, 0.42337, -1.68503], [-2.09467, 0.81192, -0.59443], [-0.59820, -1.91706, -1.12576], [-0.17615, 0.62217, -2.71765], [0.85203, 0.84015, -1.11289], [1.08412, -0.33035, 1.69684], [0.94562, 0.10285, 2.76898], [1.24590, 0.32854, 3.85812], [0.56274, -0.33570, 0.85294]], "forces_ev_per_a": [[-2.02, 0.00, 0.08], [1.12, 0.17, -0.44], [-0.02, -0.57, 1.29], [0.17, 0.03, 0.39], [-0.21, 0.08, 0.13], [0.63, 0.33, -0.55], [0.34, -0.04, -0.99], [-0.28, -1.29, -4.28], [1.62, 0.07, 2.42], [-0.85, 1.18, 2.31], [-0.50, 0.03, -0.37]], "nbo_charge": [-0.1835, -0.2046, -0.4459, 0.2235, 0.2401, 0.1941, 0.1893, -0.7476, 0.8295, -0.5117, 0.4167], "homo_lumo_gap_ev": 10.8935, "homo_energy_ev": -10.215, "molar_mass_g_mol": 83.1, "e_tot_ev": -7763.214, "smiles": "C1=CC1.N=C=O", "de_lowest_ev": 3.313, "charge": 0, "fmax_ha_per_bohr": 0.0871}

---

[2]
{"formula": "C4H5NO", "method": "ωB97M-V/def2-TZVPD", "species": ["C", "C", "C", "O", "H", "H", "C", "N", "H", "H", "H"], "coordinates": [[1.85393, 0.79794, 0.21788], [1.56260, 0.13265, 1.32674], [0.66587, -0.72248, 1.75925], [-0.00568, -1.46930, 2.35245], [1.25506, 0.71922, -0.68743], [2.71611, 1.45857, 0.16172], [-1.68009, 0.22279, -1.08245], [-0.90692, -0.73104, -0.77202], [-2.31455, 0.24400, -1.97445], [-1.73288, 1.10025, -0.43463], [-0.96388, -1.48111, -1.46236]], "forces_ev_per_a": [[0.02, -0.03, 0.11], [-0.03, -0.02, -0.07], [-0.39, -0.40, 0.35], [0.55, 0.59, -0.46], [-0.02, -0.07, 0.08], [-0.05, -0.05, 0.07], [0.08, -0.08, 0.03], [-0.26, 0.21, -0.20], [0.03, -0.06, 0.07], [0.06, -0.09, -0.02], [0.01, 0.02, 0.03]], "nbo_charge": [-0.2511, -0.3985, 0.7108, -0.4478, 0.1897, 0.1897, -0.0388, -0.6044, 0.1500, 0.1628, 0.3375], "homo_lumo_gap_ev": 8.4975, "homo_energy_ev": -8.621, "molar_mass_g_mol": 83.1, "e_tot_ev": -7763.187, "smiles": "C=C=C=O.C=N", "de_lowest_ev": 3.339, "charge": 0, "fmax_ha_per_bohr": 0.0180}

---

[3]
{"formula": "C4H5NO2", "method": "ωB97M-V/def2-TZVPD", "species": ["C", "O", "C", "N", "O", "C", "C", "H", "H", "H", "H", "H"], "coordinates": [[-0.24422, -2.15388, -0.52810], [-0.70824, -0.84778, -0.94577], [-0.44494, 0.18024, -0.10403], [-0.75141, 0.25613, 1.12062], [-0.33538, 1.24915, 1.82550], [0.60405, 2.35162, 0.62061], [0.57131, 1.66542, -0.47878], [0.79750, -2.08994, -0.20025], [-0.86493, -2.54115, 0.28742], [-0.31776, -2.82279, -1.39334], [0.80137, 3.16640, 1.30599], [0.89265, 1.58659, -1.50987]], "forces_ev_per_a": [[0.05, 0.09, 0.12], [0.35, 0.83, 0.21], [1.64, 1.61, -0.03], [-0.17, -0.57, -0.32], [1.36, 1.97, -1.86], [-1.65, -2.46, 1.12], [-1.87, -2.52, 1.09], [-0.13, -0.01, -0.02], [0.09, 0.19, -0.13], [-0.05, 0.36, 0.16], [0.23, -0.17, -0.69], [0.16, 0.68, 0.36]], "nbo_charge": [-0.2452, -0.5144, 0.4693, -0.0988, -0.3497, 0.0007, -0.3480, 0.1850, 0.1930, 0.1975, 0.2496, 0.2609], "homo_lumo_gap_ev": 10.0003, "homo_energy_ev": -9.168, "molar_mass_g_mol": 99.1, "e_tot_ev": -9808.636, "de_lowest_ev": 5.679, "charge": 0, "fmax_ha_per_bohr": 0.0646}

---

[4]
{"formula": "C4H5NO2", "method": "ωB97M-V/def2-TZVPD", "species": ["O", "C", "C", "O", "N", "C", "C", "H", "H", "H", "H", "H"], "coordinates": [[-0.52347, -1.10953, -1.70643], [-0.37080, 0.04974, -1.43235], [-1.03782, 0.76118, -0.06784], [-1.65272, 1.72243, -0.48603], [-0.97834, 0.16738, 1.11495], [1.09134, 0.09760, 0.37788], [0.14729, -0.73209, 1.13094], [-0.14572, 0.83720, -2.17477], [1.34348, 1.07175, 0.78810], [1.71919, -0.27132, -0.42933], [-0.04546, -1.71176, 0.67208], [0.45846, -0.88461, 2.17641]], "forces_ev_per_a": [[0.09, 0.77, 0.21], [0.02, -0.74, -0.30], [-0.14, 0.47, 0.29], [0.30, -0.53, 0.12], [-0.17, 0.02, -0.19], [0.03, -0.10, -0.01], [0.07, 0.05, -0.12], [-0.01, -0.08, 0.13], [-0.12, -0.15, -0.06], [-0.07, 0.07, 0.06], [0.03, 0.19, 0.12], [-0.01, 0.04, -0.24]], "nbo_charge": [-0.4994, 0.3206, 0.5377, -0.5470, -0.4335, -0.1298, -0.3661, 0.1609, 0.2225, 0.2179, 0.2473, 0.2689], "homo_lumo_gap_ev": [7.1109, 7.1089], "homo_energy_ev": [-9.309, -9.308], "molar_mass_g_mol": 99.1, "e_tot_ev": -9809.356, "de_lowest_ev": 4.959, "charge": 0, "fmax_ha_per_bohr": 0.0156}

---

[5]
{"formula": "C4H5NO2", "method": "ωB97M-V/def2-TZVPD", "species": ["C", "C", "C", "N", "O", "C", "O", "H", "H", "H", "H", "H"], "coordinates": [[-1.19128, -2.45811, 0.24451], [-1.29730, -1.07428, -0.02080], [-0.15907, -0.23468, -0.02918], [1.02542, -0.33619, 0.45718], [1.70526, 0.93872, 0.06084], [0.49120, 1.83303, -0.21140], [-0.53013, 0.97045, -0.52559], [-2.23659, -2.93440, 0.71915], [-0.19426, -2.95830, 0.06523], [-2.24099, -0.42279, 0.10136], [0.40262, 2.37027, 0.89788], [0.62907, 2.62937, -1.16460]], "forces_ev_per_a": [[-2.65, 2.73, 0.25], [-1.52, -4.04, 2.24], [1.02, 1.00, 0.05], [0.19, 1.06, -1.21], [-3.02, -0.19, -0.47], [2.83, 2.53, 0.96], [0.43, 0.74, -0.31], [3.33, 0.72, -1.78], [-1.51, 0.35, 0.63], [1.33, -1.69, -0.26], [-0.45, -0.97, -2.97], [0.02, -2.23, 2.88]], "nbo_charge": [-0.3143, -0.2886, 0.4098, -0.1550, -0.4094, 0.1827, -0.4969, 0.2306, 0.2363, 0.2401, 0.1628, 0.2018], "homo_lumo_gap_ev": 9.1142, "homo_energy_ev": -9.089, "molar_mass_g_mol": 99.1, "e_tot_ev": -9809.302, "smiles": "C=CC1=NOCO1", "de_lowest_ev": 5.013, "charge": 0, "fmax_ha_per_bohr": 0.0946}

---

[6]
{"formula": "C4H5NO2", "method": "ωB97M-V/def2-TZVPD", "species": ["N", "C", "C", "C", "O", "C", "O", "H", "H", "H", "H", "H"], "coordinates": [[-1.61421, -0.07536, -0.52824], [-0.25210, 0.10519, -0.18141], [0.96591, -0.60015, -0.74757], [0.71325, -0.68011, 0.69751], [1.20103, 0.47125, 1.38377], [0.18180, 1.18746, 0.78391], [-0.32411, 2.18426, 1.20029], [-1.77885, 0.05437, -1.51993], [-2.17829, 0.60848, -0.02783], [0.89362, -1.63125, -1.05989], [1.77381, -0.01780, -1.18245], [0.44736, -1.57368, 1.24345]], "forces_ev_per_a": [[0.05, 0.04, -0.06], [0.00, 0.03, 0.19], [0.35, -0.13, 0.29], [0.04, -0.38, 0.25], [-0.11, 0.25, 0.23], [-0.44, 0.66, 0.17], [0.27, -0.27, -0.45], [0.11, 0.00, 0.11], [0.04, -0.22, -0.05], [-0.64, 0.15, -1.02], [0.02, -0.18, 0.24], [0.31, 0.06, 0.10]], "nbo_charge": [-0.8091, -0.0231, -0.4306, 0.0837, -0.4936, 0.7616, -0.5448, 0.3743, 0.3846, 0.2412, 0.2347, 0.2212], "homo_lumo_gap_ev": 10.3149, "homo_energy_ev": -9.395, "molar_mass_g_mol": 99.1, "e_tot_ev": -9812.074, "de_lowest_ev": 2.241, "charge": 0, "fmax_ha_per_bohr": 0.0236}

---

[7]
{"formula": "C4H5NO2", "method": "ωB97M-V/def2-TZVPD", "species": ["C", "N", "C", "C", "O", "C", "O", "H", "H", "H", "H", "H"], "coordinates": [[-1.65656, -1.32780, -0.09570], [-0.80318, -0.60331, 0.48860], [-0.52943, 0.71551, -0.04767], [0.88855, 0.37579, -0.50098], [1.17668, -0.20409, -1.51961], [1.95943, 0.58150, 0.57288], [1.71320, 1.05603, 1.65209], [-2.38483, -0.95479, -0.82489], [-1.65668, -2.39402, 0.12180], [-1.19508, 1.04779, -0.85972], [-0.47798, 1.46879, 0.74339], [2.96587, 0.23859, 0.26981]], "forces_ev_per_a": [[0.06, 0.03, 0.15], [-0.36, -0.34, -0.12], [-0.02, 0.06, -0.01], [0.06, -0.10, -0.35], [-0.11, 0.58, 0.32], [0.09, 0.25, 0.43], [0.21, -0.18, -0.57], [0.24, 0.01, -0.15], [-0.32, 0.10, 0.25], [0.25, -0.21, 0.05], [-0.07, -0.21, -0.05], [-0.03, 0.00, 0.05]], "nbo_charge": [-0.0309, -0.3956, -0.3507, 0.4918, -0.4812, 0.3444, -0.4674, 0.1466, 0.1789, 0.1949, 0.2360, 0.1331], "homo_lumo_gap_ev": 9.2055, "homo_energy_ev": -9.800, "molar_mass_g_mol": 99.1, "e_tot_ev": -9812.104, "smiles": "C=NCC(=O)C=O", "de_lowest_ev": 2.211, "charge": 0, "fmax_ha_per_bohr": 0.0131}

---

[8]
{"formula": "C4H5NO2", "method": "ωB97M-V/def2-TZVPD", "species": ["O", "C", "C", "C", "N", "C", "O", "H", "H", "H", "H", "H"], "coordinates": [[2.57581, -0.38051, -0.66799], [1.39021, -0.18830, -0.79105], [0.58839, 0.42771, 0.34952], [-0.60731, 1.22834, 0.03524], [-0.79662, 0.05687, 0.85472], [-1.13252, -1.23495, 0.47423], [-0.34749, -1.93928, -0.11804], [0.89472, -0.32217, -1.77533], [1.21863, 0.63199, 1.20502], [-0.96070, 1.19256, -0.99411], [-0.74604, 2.16613, 0.55335], [-2.07709, -1.63840, 0.87444]], "forces_ev_per_a": [[-0.69, 0.09, 0.02], [0.08, -0.06, 0.26], [0.01, -0.07, 0.39], [-0.15, 0.53, -0.20], [1.27, -0.47, -0.13], [0.32, -0.47, -0.47], [-0.65, -0.43, 0.09], [-0.07, -0.02, 0.32], [0.09, 0.47, -0.16], [0.05, 0.01, 0.10], [-0.25, 0.07, -0.05], [0.00, 0.36, -0.17]], "nbo_charge": [-0.5141, 0.4365, -0.1857, -0.2028, -0.4460, 0.5324, -0.5484, 0.1237, 0.2329, 0.2072, 0.2181, 0.1460], "homo_lumo_gap_ev": 10.6249, "homo_energy_ev": -9.980, "molar_mass_g_mol": 99.1, "e_tot_ev": -9811.889, "smiles": "O=C[C@H]1CN1C=O", "de_lowest_ev": 2.426, "charge": 0, "fmax_ha_per_bohr": 0.0265}

---

[9]
{"formula": "C4H5NO2", "method": "ωB97M-V/def2-TZVPD", "species": ["N", "C", "C", "C", "O", "C", "O", "H", "H", "H", "H", "H"], "coordinates": [[1.41416, 1.67010, -0.68436], [0.74953, 0.54528, -0.20185], [-0.49386, 0.44221, 0.34053], [-0.84076, -0.93937, 0.28526], [-2.01768, -1.50862, 0.66007], [0.21402, -1.60216, -0.24299], [1.19475, -0.70627, -0.58028], [2.18894, 2.06662, -0.17241], [0.77787, 2.37807, -1.02123], [-1.12095, 1.24928, 0.69549], [-2.42672, -0.93215, 1.31460], [0.36071, -2.66299, -0.39283]], "forces_ev_per_a": [[0.14, -0.15, -0.15], [-0.41, -0.38, -0.39], [0.02, 0.04, -0.03], [0.32, -0.13, -0.06], [-0.13, 0.04, 0.24], [-0.30, 0.04, 0.17], [-0.03, 0.72, 0.20], [-0.09, -0.28, 0.10], [0.14, -0.07, 0.13], [0.17, -0.03, -0.06], [-0.08, -0.13, -0.06], [0.26, 0.32, -0.09]], "nbo_charge": [-0.8453, 0.4362, -0.4014, 0.2067, -0.6629, -0.0017, -0.4077, 0.3852, 0.3849, 0.2208, 0.4777, 0.2076], "homo_lumo_gap_ev": 8.8693, "homo_energy_ev": -8.074, "molar_mass_g_mol": 99.1, "e_tot_ev": -9812.999, "smiles": "Nc1cc(O)co1", "de_lowest_ev": 1.315, "charge": 0, "fmax_ha_per_bohr": 0.0146}

---

[10]
{"formula": "C4H5NO2", "method": "ωB97M-V/def2-TZVPD", "species": ["C", "C", "O", "N", "C", "C", "O", "H", "H", "H", "H", "H"], "coordinates": [[-1.05334, -0.99497, -0.42804], [-0.54666, 0.44440, -0.32925], [-1.28000, 1.37815, -0.16769], [0.82260, 0.46950, -0.26856], [1.94026, 1.31556, 0.16542], [2.16375, -0.10272, -0.06665], [2.73561, -1.15587, -0.09805], [-0.90110, -1.38138, 0.50948], [-0.70604, -1.51086, -1.31188], [-2.04758, -0.87007, -0.54102], [1.77225, 1.58151, 1.11223], [2.34684, 2.16179, -0.51936]], "forces_ev_per_a": [[1.64, 2.16, -1.95], [-0.09, -1.73, 0.43], [0.20, 0.87, -0.12], [3.08, -0.88, -0.67], [0.67, 1.34, -4.01], [-2.25, -1.46, -0.51], [-0.61, 1.86, 0.04], [0.81, -1.69, 1.96], [0.63, -0.43, 0.29], [-3.50, 0.17, -0.37], [0.11, 1.42, 3.85], [-0.68, -1.63, 1.06]], "nbo_charge": [-0.6907, 0.7032, -0.5610, -0.5251, -0.2865, 0.7318, -0.4829, 0.2292, 0.2314, 0.2261, 0.2074, 0.2173], "homo_lumo_gap_ev": 10.7726, "homo_energy_ev": -10.166, "molar_mass_g_mol": 99.1, "e_tot_ev": -9811.696, "smiles": "CC(=O)N1CC1=O", "de_lowest_ev": 2.619, "charge": 0, "fmax_ha_per_bohr": 0.0833}

---

Copy entry 3 word for word.
{"formula": "C4H5NO2", "method": "ωB97M-V/def2-TZVPD", "species": ["C", "O", "C", "N", "O", "C", "C", "H", "H", "H", "H", "H"], "coordinates": [[-0.24422, -2.15388, -0.52810], [-0.70824, -0.84778, -0.94577], [-0.44494, 0.18024, -0.10403], [-0.75141, 0.25613, 1.12062], [-0.33538, 1.24915, 1.82550], [0.60405, 2.35162, 0.62061], [0.57131, 1.66542, -0.47878], [0.79750, -2.08994, -0.20025], [-0.86493, -2.54115, 0.28742], [-0.31776, -2.82279, -1.39334], [0.80137, 3.16640, 1.30599], [0.89265, 1.58659, -1.50987]], "forces_ev_per_a": [[0.05, 0.09, 0.12], [0.35, 0.83, 0.21], [1.64, 1.61, -0.03], [-0.17, -0.57, -0.32], [1.36, 1.97, -1.86], [-1.65, -2.46, 1.12], [-1.87, -2.52, 1.09], [-0.13, -0.01, -0.02], [0.09, 0.19, -0.13], [-0.05, 0.36, 0.16], [0.23, -0.17, -0.69], [0.16, 0.68, 0.36]], "nbo_charge": [-0.2452, -0.5144, 0.4693, -0.0988, -0.3497, 0.0007, -0.3480, 0.1850, 0.1930, 0.1975, 0.2496, 0.2609], "homo_lumo_gap_ev": 10.0003, "homo_energy_ev": -9.168, "molar_mass_g_mol": 99.1, "e_tot_ev": -9808.636, "de_lowest_ev": 5.679, "charge": 0, "fmax_ha_per_bohr": 0.0646}